Entry 1:
Density functional theory data (wB97M-V/def2-TZVPD) for C25H36CuF5GeN3O2S2 as an isolated structure.

Spin multiplicity: 2
ΔE to the lowest compared entry with this formula, charge and spin: 0.0 kJ/mol
Charge: +2
Strongest force on any atom: 0.003 hartree/bohr
Kohn-Sham gap (alpha / beta): 0.3119 / 0.2860 Eh

Element x y z (Å)
Cu -0.045 1.865 0.934
O 5.397 3.601 -2.864
C 5.529 2.508 -1.990
C 4.239 2.326 -1.244
C 4.075 1.273 -0.350
C 2.877 1.140 0.315
N 1.853 1.985 0.145
C 2.010 3.017 -0.700
C 3.181 3.207 -1.414
C 0.863 3.957 -0.780
C 0.908 5.124 -1.518
C -0.172 5.997 -1.488
C -0.159 7.277 -2.273
O 1.080 7.398 -2.928
C -1.262 5.659 -0.696
C -1.247 4.469 -0.003
N -0.212 3.621 -0.046
H 6.236 3.768 -3.305
H 6.329 2.665 -1.256
H 5.754 1.580 -2.528
H 4.872 0.565 -0.165
H 2.730 0.330 1.018
H 3.296 4.031 -2.100
H 1.768 5.386 -2.114
H -0.331 8.106 -1.576
H -0.997 7.261 -2.978
H 1.017 8.060 -3.624
H -2.123 6.309 -0.617
H -2.092 4.173 0.601
F -2.828 2.125 0.273
C -1.980 1.225 0.869
F -2.538 0.948 2.096
C -2.218 -0.042 0.037
F -3.454 -0.472 0.015
F -1.460 -1.117 0.594
F -1.766 0.096 -1.203
C -1.860 -5.486 -3.185
C -2.661 -4.242 -2.819
C -2.094 -3.486 -1.617
C -0.739 -2.834 -1.936
Ge 0.191 -2.108 -0.418
C 0.724 -3.115 1.131
C -0.065 -4.404 1.382
C 0.261 -5.515 0.391
C -0.592 -6.756 0.615
H -2.335 -6.025 -4.002
H -1.791 -6.170 -2.335
H -0.845 -5.248 -3.512
H -3.687 -4.530 -2.583
H -2.722 -3.565 -3.676
H -1.997 -4.181 -0.777
H -2.801 -2.714 -1.307
H -0.846 -2.044 -2.680
H -0.046 -3.574 -2.353
H 0.890 -0.754 -0.617
H 0.673 -2.416 1.969
H 1.789 -3.335 0.989
H -1.140 -4.198 1.382
H 0.172 -4.752 2.391
H 1.321 -5.769 0.481
H 0.120 -5.161 -0.637
H -0.452 -7.150 1.622
H -0.335 -7.546 -0.090
H -1.654 -6.531 0.492
S 0.705 0.502 2.684
C -0.502 0.299 3.872
N -1.102 1.269 4.519
C -2.231 0.890 5.372
C -1.945 -0.548 5.790
S -1.015 -1.260 4.391
H -0.907 2.233 4.287
H -3.151 0.967 4.790
H -2.291 1.556 6.230
H -2.856 -1.118 5.948
H -1.318 -0.603 6.677


Entry 2:
Density functional theory data (wB97M-V/def2-TZVPD) for a 5-piece molecular cluster, C25H36F12O9Si overall.

Spin multiplicity: 1
SMILES: C#C[Si@H](C=C)CCCCOC.CCOC(=O)C(F)(F)F.CCOC(=O)C(F)(F)F.CCOC(=O)C(F)(F)F.CCOC(=O)C(F)(F)F
Strongest force on any atom: 0.032 hartree/bohr
Kohn-Sham gap: 0.3347 Eh

Element x y z (Å)
C 0.185 1.667 -4.401
C 0.350 0.610 -3.845
Si 0.848 -0.942 -2.978
C -0.593 -1.890 -2.279
C -0.625 -2.436 -1.041
C 2.178 -0.583 -1.713
C 1.752 0.465 -0.680
C 2.446 0.377 0.685
C 2.227 -0.963 1.365
O 2.403 -0.833 2.762
C 2.313 -2.066 3.448
H -0.075 2.568 -4.906
H 1.426 -1.855 -3.989
H -1.453 -2.102 -2.919
H -0.873 -3.489 -0.915
H -0.430 -1.876 -0.131
H 2.473 -1.539 -1.274
H 3.044 -0.228 -2.279
H 0.664 0.445 -0.525
H 1.966 1.462 -1.069
H 2.039 1.150 1.341
H 3.507 0.583 0.541
H 1.219 -1.326 1.130
H 2.947 -1.694 0.977
H 1.944 -2.861 2.794
H 1.619 -1.975 4.284
H 3.296 -2.377 3.812
C -6.615 -0.078 1.528
C -5.128 0.186 1.605
O -4.486 -0.081 0.341
C -4.541 0.890 -0.558
O -5.059 1.961 -0.438
C -3.773 0.460 -1.824
F -4.064 -0.800 -2.170
F -2.456 0.536 -1.597
F -4.071 1.248 -2.852
H -6.803 -1.097 1.187
H -7.068 0.052 2.510
H -7.098 0.605 0.830
H -4.649 -0.487 2.313
H -4.916 1.209 1.915
C -0.313 3.063 -1.125
C -0.448 2.742 0.346
O 0.089 3.805 1.168
C -0.712 4.833 1.405
O -1.835 4.985 1.024
C 0.012 5.846 2.318
F 1.273 6.037 1.915
F 0.041 5.389 3.578
F -0.613 7.020 2.314
H 0.728 3.277 -1.372
H -0.647 2.217 -1.725
H -0.911 3.935 -1.391
H 0.139 1.862 0.605
H -1.484 2.552 0.626
C 4.563 5.958 0.844
C 5.087 5.701 -0.549
O 6.054 4.631 -0.560
C 5.513 3.426 -0.522
O 4.346 3.182 -0.429
C 6.605 2.342 -0.638
F 7.661 2.626 0.129
F 7.022 2.254 -1.909
F 6.125 1.156 -0.273
H 5.375 6.176 1.538
H 3.878 6.805 0.830
H 4.026 5.088 1.220
H 5.607 6.567 -0.951
H 4.273 5.452 -1.230
C -1.451 -8.929 0.483
C -2.392 -8.453 -0.600
O -3.331 -7.484 -0.085
C -2.897 -6.237 -0.008
O -1.817 -5.826 -0.316
C -4.026 -5.321 0.513
F -4.667 -5.876 1.547
F -4.917 -5.101 -0.463
F -3.532 -4.150 0.903
H -2.013 -9.324 1.329
H -0.804 -9.715 0.095
H -0.826 -8.114 0.845
H -3.005 -9.270 -0.971
H -1.853 -8.025 -1.445


Entry 3:
Density functional theory data (wB97M-V/def2-TZVPD) for C25H36FeN6 as an isolated structure.

Spin multiplicity: 1
Strongest force on any atom: 0.015 hartree/bohr
Kohn-Sham gap (alpha / beta): 0.2554 / 0.2544 Eh

Element x y z (Å)
Fe -0.317 -0.046 -0.363
C 2.343 3.049 0.194
C 2.547 1.702 0.887
C 2.815 0.564 -0.098
N 1.717 -0.387 -0.268
C 2.062 -1.585 -0.711
C 3.359 -1.917 -1.196
C 3.943 -3.147 -1.439
C 3.467 -4.436 -1.246
C 2.178 -4.762 -0.850
C 1.071 -3.960 -0.663
C 0.923 -2.554 -0.798
N -0.236 -1.950 -0.875
C -1.473 -2.698 -0.819
C -1.889 -2.985 0.645
C -1.141 -2.131 1.675
N -1.150 -0.713 1.342
C -1.239 0.181 2.297
C -1.221 -0.120 3.693
C -1.703 0.603 4.758
C -2.324 1.850 4.791
C -2.397 2.729 3.727
C -1.848 2.648 2.455
C -1.158 1.588 1.814
N -0.471 1.722 0.693
C -0.183 3.083 0.262
C 1.053 3.134 -0.620
H 3.196 3.247 -0.465
H 2.341 3.848 0.941
H 1.667 1.449 1.476
H 3.378 1.780 1.590
H 3.707 0.022 0.224
H 3.066 0.994 -1.082
H 3.999 -1.073 -1.409
H 4.963 -3.082 -1.808
H 4.155 -5.252 -1.421
H 1.991 -5.821 -0.698
H 0.163 -4.487 -0.401
H -1.425 -3.624 -1.402
H -2.236 -2.079 -1.289
H -1.713 -4.033 0.899
H -2.964 -2.821 0.750
H -0.101 -2.470 1.743
H -1.600 -2.312 2.648
H -0.790 -1.080 3.942
H -1.609 0.105 5.719
H -2.746 2.170 5.735
H -2.918 3.661 3.926
H -1.978 3.536 1.852
H -0.015 3.724 1.136
H -1.048 3.520 -0.255
H 1.052 4.058 -1.205
H 1.004 2.307 -1.339
N -2.323 0.578 -1.002
C -2.432 1.620 -2.035
C -1.984 1.192 -3.432
C -0.464 1.120 -3.578
N 0.059 0.143 -2.625
H -2.965 -0.187 -1.184
H -2.616 0.974 -0.113
H -1.789 2.442 -1.726
H -3.454 2.012 -2.077
H -2.374 1.914 -4.152
H -2.430 0.226 -3.696
H -0.025 2.096 -3.363
H -0.209 0.867 -4.613
H 1.066 0.032 -2.682
H -0.330 -0.774 -2.818


Entry 4:
Density functional theory data (wB97M-V/def2-TZVPD) for one molecule with the formula C25H36N4O4S.

Spin multiplicity: 1
SMILES: C=CCn1cc(C(=O)NCCN(CC)CC)c(=O)c2cc(S(=O)(=O)N3CCCCCC3)ccc21
ΔE to the lowest compared entry with this formula, charge and spin: 128.6 kJ/mol
Strongest force on any atom: 0.020 hartree/bohr
Kohn-Sham gap: 0.2980 Eh

Element x y z (Å)
C -0.394 5.327 -1.509
C -0.624 5.736 -0.277
C -0.484 4.896 0.964
N -0.220 3.498 0.698
C 1.031 3.024 0.859
C 1.415 1.735 0.657
C 2.865 1.439 0.906
O 3.644 2.333 1.199
N 3.198 0.145 0.802
C 4.550 -0.333 0.931
C 5.094 -0.825 -0.420
N 6.450 -1.319 -0.275
C 7.330 -0.963 -1.372
C 7.003 -1.592 -2.732
C 6.498 -2.715 0.127
C 7.845 -3.097 0.732
C 0.446 0.749 0.226
O 0.680 -0.446 0.058
C -0.899 1.303 -0.005
C -1.896 0.448 -0.485
C -3.166 0.915 -0.704
S -4.470 -0.168 -1.278
O -3.874 -1.344 -1.845
O -5.363 0.599 -2.098
N -5.249 -0.461 0.169
C -6.692 -0.487 0.152
C -7.317 -1.867 -0.070
C -7.174 -2.777 1.151
C -5.863 -3.570 1.210
C -4.624 -2.829 0.699
C -4.555 -1.346 1.079
C -3.478 2.248 -0.468
C -2.512 3.114 -0.013
C -1.206 2.658 0.235
H -0.502 5.989 -2.349
H -0.090 4.319 -1.737
H -0.922 6.756 -0.078
H 0.347 5.290 1.558
H -1.387 4.986 1.578
H 1.788 3.727 1.183
H 2.472 -0.503 0.503
H 4.577 -1.142 1.666
H 5.164 0.494 1.292
H 5.094 0.024 -1.107
H 4.411 -1.589 -0.826
H 7.298 0.126 -1.464
H 8.347 -1.236 -1.084
H 5.986 -1.353 -3.033
H 7.110 -2.673 -2.698
H 7.686 -1.206 -3.485
H 5.729 -2.854 0.891
H 6.258 -3.398 -0.706
H 7.767 -4.067 1.216
H 8.137 -2.356 1.471
H 8.621 -3.159 -0.026
H -1.643 -0.581 -0.693
H -7.050 -0.069 1.101
H -6.982 0.184 -0.658
H -8.378 -1.713 -0.276
H -6.870 -2.329 -0.951
H -7.272 -2.163 2.050
H -7.999 -3.493 1.166
H -5.699 -3.873 2.247
H -5.969 -4.483 0.621
H -3.739 -3.329 1.096
H -4.564 -2.888 -0.387
H -3.512 -1.020 1.074
H -4.958 -1.181 2.083
H -4.482 2.583 -0.672
H -2.765 4.151 0.130


Entry 5:
Density functional theory data (wB97M-V/def2-TZVPD) for one molecule with the formula C25H36N4O4S.

Spin multiplicity: 1
SMILES: CCN1CCC[C@@H]1CNC(=O)c1cn(CC)c2ccc(S(=O)(=O)N3CCCCCC3)cc2c1=O
ΔE to the lowest compared entry with this formula, charge and spin: 22.2 kJ/mol
Strongest force on any atom: 0.022 hartree/bohr
Kohn-Sham gap: 0.2979 Eh

Element x y z (Å)
C -0.184 3.928 -1.010
C -1.688 4.178 -1.091
N -2.311 3.884 0.185
C -2.285 4.972 1.145
C -3.622 5.726 0.993
C -4.579 4.680 0.404
C -3.691 3.440 0.150
C -3.889 2.375 1.252
N -2.818 1.415 1.207
C -1.740 1.557 1.998
O -1.714 2.237 3.014
C -0.543 0.758 1.584
C 0.497 0.740 2.460
N 1.674 0.115 2.266
C 2.685 0.209 3.304
C 3.656 1.356 3.033
C 1.918 -0.504 1.061
C 3.143 -1.127 0.771
C 3.346 -1.743 -0.443
C 2.346 -1.736 -1.405
S 2.602 -2.597 -2.958
O 1.989 -1.837 -4.005
O 4.000 -2.914 -3.047
N 1.764 -4.001 -2.780
C 2.384 -5.109 -2.109
C 2.134 -5.160 -0.593
C 0.741 -4.688 -0.162
C -0.403 -5.138 -1.075
C -0.665 -4.152 -2.214
C 0.426 -4.148 -3.288
C 1.147 -1.122 -1.154
C 0.904 -0.513 0.080
C -0.423 0.083 0.310
O -1.316 -0.017 -0.531
H -0.001 2.890 -0.744
H 0.272 4.560 -0.252
H 0.284 4.135 -1.969
H -2.108 3.507 -1.844
H -1.875 5.214 -1.419
H -2.199 4.539 2.145
H -1.422 5.617 0.977
H -3.970 6.113 1.948
H -3.505 6.568 0.310
H -5.018 5.031 -0.530
H -5.391 4.439 1.088
H -3.906 2.971 -0.815
H -3.861 2.842 2.238
H -4.848 1.868 1.115
H -2.666 0.926 0.328
H 0.368 1.263 3.399
H 2.172 0.383 4.252
H 3.216 -0.741 3.382
H 4.396 1.409 3.826
H 3.117 2.299 2.996
H 4.169 1.217 2.084
H 3.944 -1.130 1.491
H 4.282 -2.223 -0.680
H 3.458 -5.031 -2.297
H 2.022 -6.030 -2.577
H 2.874 -4.541 -0.081
H 2.287 -6.191 -0.269
H 0.729 -3.598 -0.108
H 0.564 -5.061 0.850
H -1.316 -5.208 -0.478
H -0.197 -6.132 -1.476
H -0.774 -3.152 -1.791
H -1.607 -4.407 -2.704
H 0.376 -5.085 -3.859
H 0.270 -3.317 -3.978
H 0.377 -1.089 -1.909


Entry 6:
Density functional theory data (wB97M-V/def2-TZVPD) for C25H37BrI2N3O4SiSn as an isolated structure.

Spin multiplicity: 1
ΔE to the lowest compared entry with this formula, charge and spin: 71.9 kJ/mol
Charge: -1
Strongest force on any atom: 0.074 hartree/bohr
Kohn-Sham gap: 0.1900 Eh

Element x y z (Å)
Sn -0.179 3.196 -0.276
N 0.775 4.693 -1.850
C 0.231 5.990 -1.509
C -1.119 5.965 -0.823
O -1.864 6.971 -0.853
N -1.466 4.811 -0.193
C -2.831 4.483 0.055
C -3.033 2.919 0.125
O -3.981 2.417 0.709
O -2.039 2.205 -0.412
H 1.791 4.670 -1.698
H 0.674 4.409 -2.851
H 0.103 6.696 -2.320
H 0.908 6.506 -0.819
H -3.493 4.911 -0.744
H -3.187 4.954 1.015
I 3.961 5.991 1.748
C 2.823 4.453 2.533
C 3.158 3.778 3.720
C 2.269 3.039 4.478
I 2.910 2.677 6.422
C 1.104 2.492 3.873
C 0.171 1.546 4.397
C -0.829 1.063 3.585
C -0.980 1.476 2.246
N -0.248 2.521 1.803
C 0.805 3.018 2.547
C 1.637 4.001 1.922
O 1.229 4.498 0.739
H 4.146 3.970 4.180
H 0.282 1.047 5.356
H -1.525 0.330 3.957
H -1.775 1.107 1.593
C -1.119 -2.480 -3.546
C 0.141 -3.065 -2.851
C 0.062 -4.602 -2.970
C 1.354 -2.549 -3.697
Si 0.148 -2.539 -1.022
Br 0.739 -0.356 -1.191
C -1.590 -2.467 -0.251
C -2.367 -3.778 -0.550
C -1.501 -2.327 1.303
C -2.376 -1.207 -0.692
C 1.505 -3.317 0.017
C 2.792 -3.516 -0.864
C 1.923 -2.424 1.218
C 0.980 -4.693 0.465
H -1.088 -2.762 -4.624
H -1.116 -1.391 -3.507
H -2.073 -2.866 -3.182
H -0.008 -4.875 -4.019
H -0.859 -4.973 -2.506
H 0.939 -5.121 -2.576
H 1.278 -2.974 -4.715
H 2.314 -2.896 -3.301
H 1.404 -1.465 -3.715
H -1.722 -4.675 -0.486
H -2.833 -3.719 -1.535
H -3.110 -3.812 0.232
H -1.101 -3.247 1.746
H -2.482 -2.165 1.717
H -0.917 -1.480 1.621
H -2.309 -0.959 -1.742
H -2.047 -0.333 -0.123
H -3.438 -1.324 -0.469
H 3.155 -2.610 -1.304
H 2.612 -4.262 -1.659
H 3.582 -3.895 -0.209
H 2.412 -1.520 0.840
H 2.600 -2.948 1.869
H 1.091 -2.079 1.809
H 0.756 -5.395 -0.346
H 0.073 -4.619 1.086
H 1.768 -5.116 1.075